1.
Below is C44H45EuF6GeN4O8S4 as an isolated structure, with properties calculated with ωB97M-V/def2-TZVPD.

```
113
Properties=species:S:1:pos:R:3:forces:R:3:lowdin_charge:R:1
Eu 2.144532 0.453975 0.907530 -0.530 0.400 -0.456 2.113
C 2.924521 -4.588693 6.239412 2.322 0.375 -0.397 -0.061
C 1.999978 -3.793024 5.436280 -2.819 1.356 -0.472 -0.285
C 1.088506 -4.332244 4.481947 1.966 -1.429 1.104 -0.014
C 0.229757 -3.520486 3.747824 0.330 -1.120 -1.472 -0.063
C 0.353106 -2.165770 3.847927 0.173 1.911 0.695 -0.276
C 0.929710 -1.631691 5.017602 0.689 0.043 -0.097 -0.067
C 1.761039 -2.446547 5.782818 -0.365 0.136 -0.566 -0.042
S -0.190822 -0.973956 2.588994 -1.454 0.095 0.286 0.622
O 0.430352 0.320914 2.966984 1.150 -0.688 -0.944 -0.428
O -1.628644 -0.982307 2.648073 0.328 -0.106 -0.363 -0.280
N 0.441858 -1.273321 1.115017 0.645 1.560 3.095 -0.287
C -0.168398 -2.019660 0.148406 -1.148 -1.588 -2.466 -0.442
C -1.545922 -2.347814 -0.001869 0.723 0.841 -0.309 -0.007
C -2.032358 -2.776037 -1.230390 1.872 -0.282 0.122 -0.026
C -1.055731 -3.119344 -2.197668 -0.521 -0.117 -0.165 -0.067
C 0.299580 -2.983579 -1.923368 -1.024 0.660 -0.068 -0.143
N 0.682947 -2.337169 -0.821818 1.447 -0.369 0.086 0.068
H 3.963940 -4.083270 6.170160 -1.360 -1.226 -0.020 0.121
H 2.919613 -5.621658 5.902015 0.449 -0.062 0.063 0.078
H 2.694936 -4.562325 7.286773 -0.359 -0.021 0.564 0.080
H 1.259441 -5.452563 4.348048 -1.003 1.601 -0.203 0.139
H -0.439010 -3.924895 2.982479 0.405 -0.103 0.146 0.129
H 0.752601 -0.601570 5.363133 0.214 -0.448 -0.656 0.119
H 2.223881 -1.976740 6.639245 0.178 -0.235 0.201 0.113
H -2.196553 -2.039003 0.765496 -0.817 0.106 0.744 0.074
H -3.101698 -2.842705 -1.398795 0.177 -0.082 -0.114 0.103
H -1.334282 -3.434962 -3.190175 -0.214 -0.269 -0.034 0.097
H 1.061824 -3.304952 -2.662488 -0.478 0.393 0.665 0.112
O 3.890372 -0.549505 -0.439199 -0.605 -0.013 0.580 -0.164
C 4.676034 -1.013773 -1.303170 0.026 -0.743 -0.109 -0.399
C 5.235264 -0.100568 -2.359498 0.562 0.626 -0.418 -0.083
C 5.295191 -0.559782 -3.847467 -0.216 -0.932 0.288 -0.153
C 4.963119 -2.056999 -4.046000 -0.713 0.724 -0.545 -0.198
C 5.999798 -3.015653 -3.480590 0.256 0.660 -0.975 -0.188
C 6.231829 -2.758362 -2.006954 1.361 -1.527 -0.274 -0.187
N 5.063418 -2.311956 -1.301975 -0.164 1.215 0.842 0.098
H 6.289971 0.081910 -2.126970 -0.071 0.065 0.623 0.129
H 4.701911 0.860057 -2.258224 0.285 -0.583 -0.091 0.085
H 6.269974 -0.401630 -4.299947 0.389 0.214 0.369 0.113
H 4.640792 0.078160 -4.420309 -0.531 -0.061 -0.099 0.094
H 4.914155 -2.212642 -5.141837 -0.403 -0.122 0.611 0.125
H 3.972719 -2.224132 -3.556360 0.559 -0.206 -0.760 0.120
H 6.957945 -2.839661 -4.012677 -0.437 -0.224 0.251 0.127
H 5.696119 -4.038550 -3.708727 -0.005 -0.004 0.246 0.114
H 7.091217 -2.070930 -1.891966 -0.499 -0.221 0.225 0.132
H 6.503846 -3.748181 -1.558717 0.049 1.024 -0.090 0.141
H 4.844930 -2.934922 -0.537798 -0.711 0.567 0.178 0.159
F -0.848590 2.605987 -2.280814 0.416 -0.813 2.147 0.141
C -0.471232 2.385816 -1.003324 -0.827 0.509 -0.432 -0.583
F -1.459482 2.748077 -0.191295 0.303 -0.468 -0.323 0.153
F -0.194450 1.035904 -0.801091 -0.163 1.326 -0.271 0.043
S 1.062467 3.354795 -0.447249 0.174 2.613 -1.480 0.700
O 1.252387 2.859103 0.945547 -0.044 -0.260 -1.057 -0.439
O 0.861642 4.819366 -0.716043 0.561 -4.702 1.139 -0.262
N 2.218914 2.567206 -1.275150 -0.707 0.098 1.089 -0.368
S 2.328873 2.790619 -2.884335 -0.530 -1.586 -0.413 0.638
O 2.857310 1.567867 -3.484571 -0.704 1.547 1.020 -0.283
O 1.137366 3.394967 -3.416425 1.616 0.096 0.037 -0.249
C 3.791052 3.901799 -2.949847 -0.119 0.305 -1.787 -0.637
F 3.595863 5.157017 -2.522656 0.096 -1.112 -0.635 0.159
F 4.090977 3.833543 -4.293188 0.058 1.003 1.397 0.098
F 4.802861 3.366603 -2.286986 0.154 0.054 0.262 0.137
C -7.155796 3.326899 0.317073 2.110 0.246 0.693 -0.254
Ge -6.065689 1.618951 0.011301 -2.536 0.706 -1.287 1.063
C -7.594100 0.421440 0.449484 -1.341 -1.896 1.712 -0.358
C -7.868121 -0.013115 1.804651 -0.015 0.181 -1.005 -0.120
C -9.085415 -0.657024 2.141563 -0.029 0.433 -0.204 -0.098
C -10.126205 -0.870659 1.196287 1.965 0.555 0.748 -0.080
C -9.846667 -0.433738 -0.097505 -1.197 -0.325 0.230 -0.106
C -8.624488 0.087973 -0.483115 1.154 0.927 0.481 -0.119
C -6.114991 1.536507 -1.981372 1.830 -1.850 -0.798 -0.271
C -5.950585 2.671268 -2.789090 -0.460 -1.240 2.015 -0.133
C -5.920248 2.564941 -4.159314 0.560 0.062 -2.533 -0.086
C -5.965097 1.348331 -4.839665 0.364 1.389 0.016 -0.032
C -6.002416 0.180518 -4.107234 0.459 -1.474 1.519 -0.203
C -5.999565 -1.039676 -4.833729 -0.356 -1.523 0.084 -0.035
C -6.059125 -2.286107 -4.188879 -0.700 1.554 -1.001 -0.079
C -6.013875 -2.268889 -2.783315 0.480 0.231 0.491 -0.100
C -6.024585 -1.090834 -2.033440 0.233 -0.618 -0.095 -0.070
C -5.986772 0.189245 -2.653471 -1.292 1.556 -0.567 -0.157
H -8.054647 3.368961 -0.242685 -1.140 -0.860 -0.339 0.007
H -6.632551 4.196037 -0.101700 0.325 -0.003 0.692 -0.002
H -7.311759 3.391874 1.407533 -0.095 0.352 -0.610 0.013
H -7.100772 0.142152 2.601484 -0.809 -0.051 -0.690 0.096
H -9.250292 -0.873943 3.198473 0.051 -0.252 -0.307 0.093
H -11.057971 -1.369503 1.477040 0.307 0.419 -0.143 0.103
H -10.699534 -0.430326 -0.777844 0.517 -0.318 -0.338 0.105
H -8.464920 0.301912 -1.533503 -0.136 0.211 0.032 0.092
H -5.851902 3.664826 -2.342848 -0.174 -0.356 -0.053 0.098
H -5.732772 3.506026 -4.679376 -0.296 -0.351 -0.277 0.107
H -5.872457 1.119768 -5.916752 -0.164 1.212 0.488 0.120
H -5.995342 -0.975099 -5.940612 -0.155 -0.117 0.800 0.115
H -6.365603 -3.197963 -4.747282 0.933 0.642 0.446 0.114
H -5.851971 -3.232935 -2.296791 -0.615 0.284 0.219 0.100
H -6.114618 -1.205505 -0.948224 0.299 0.243 -0.389 0.090
C 3.674236 1.784658 5.102132 0.423 -0.518 -0.151 -0.196
S 4.596388 1.136335 3.698480 -0.233 -1.475 1.157 1.037
O 3.596232 1.088435 2.526403 0.055 0.245 -0.065 -0.708
C 5.766847 2.405570 3.393155 -1.203 0.489 0.218 -0.402
C 6.080980 2.460349 2.060294 1.445 0.296 -0.771 -0.108
C 6.737873 3.577031 1.599742 0.296 1.007 1.358 -0.033
C 7.115313 4.632973 2.470648 -0.966 -1.506 -1.053 -0.023
C 6.755077 4.534102 3.792581 0.277 0.081 0.451 -0.058
C 6.074180 3.429602 4.287214 -0.418 -0.254 -0.647 -0.049
H 3.119735 2.661365 4.794429 0.061 0.302 0.193 0.086
H 4.338594 1.874285 5.970019 0.038 0.446 -0.418 0.076
H 3.021324 0.982154 5.390044 -0.630 -0.360 -0.160 0.037
H 5.999336 1.639858 1.352292 -0.683 0.022 0.285 0.117
H 6.877490 3.612416 0.564938 0.659 0.353 -1.405 0.093
H 7.598309 5.518615 2.111536 0.190 0.215 -0.228 0.112
H 6.989355 5.375302 4.415002 0.018 0.089 0.516 0.115
H 5.686318 3.384484 5.290167 0.199 0.204 0.177 0.100
```
Positions in Å, forces in eV/Å.

Output
Energy above the lowest of the compared OMol25 structures with the same formula, charge and spin in eV: 0.7353
HOMO-LUMO gap (spin up / spin down) in eV: 3.1866 / 6.1981
E_HOMO (spin up / spin down) in hartree: -0.3289 / -0.3403
Charge: +1
LUMO level (spin up / spin down) in hartree: -0.2117 / -0.1126
Spin multiplicity: 8
<S²>: 15.765


2.
Below is C44H45N4O2SV as an isolated structure, with properties calculated with ωB97M-V/def2-TZVPD.

```
97
Properties=species:S:1:pos:R:3:forces:R:3:lowdin_charge:R:1
V -0.252149 0.273586 0.614215 -0.070 -0.095 -0.401 0.761
C -4.961816 0.391981 -1.002138 -0.037 0.033 0.001 -0.056
C -4.869019 -0.556179 0.197851 0.014 0.017 0.005 -0.354
C -4.616057 0.240094 1.473896 -0.091 0.011 0.055 -0.063
C -3.940746 -1.718508 -0.148495 -0.047 -0.098 0.038 -0.114
C -4.512493 -2.670312 -0.997991 0.022 0.047 0.028 -0.061
C -3.815441 -3.768517 -1.454366 0.012 -0.018 0.004 -0.091
C -2.497732 -3.939847 -1.059012 0.027 0.005 -0.008 -0.046
C -1.889302 -3.029688 -0.207793 0.009 -0.020 -0.098 -0.125
C -0.455683 -3.254163 0.241557 -0.019 -0.028 0.029 -0.363
C -0.403805 -3.911084 1.625408 0.011 -0.008 -0.009 -0.036
C 0.383307 -4.069050 -0.742013 0.003 -0.095 -0.011 -0.083
C -2.613985 -1.910691 0.259488 0.048 0.089 0.053 -0.143
N -1.914249 -1.019343 1.120068 0.040 -0.144 0.297 0.027
C -2.120309 -1.195125 2.431175 0.068 0.166 0.063 -0.521
O -2.949088 -1.912654 3.002656 0.039 -0.131 0.017 0.005
C -1.125380 -0.436525 3.297982 0.012 -0.010 0.036 -0.149
C -1.098264 -0.491484 4.681851 -0.061 0.027 -0.014 0.008
C -0.046131 0.132285 5.341841 0.010 -0.003 0.028 -0.048
C 0.968227 0.756573 4.623281 -0.032 0.063 -0.019 0.006
C 0.877889 0.763136 3.242371 0.061 -0.053 0.037 -0.153
N -0.166308 0.202837 2.637271 0.089 -0.077 0.158 0.054
C 1.990016 1.241659 2.316220 -0.118 0.010 0.051 -0.479
O 2.988756 1.765952 2.820830 0.071 -0.016 -0.014 0.007
N 1.738871 0.955346 1.033939 0.022 -0.117 0.212 0.015
C 2.789463 1.107677 0.092275 -0.103 -0.003 0.007 -0.158
C 3.691782 0.049525 -0.102873 0.062 -0.017 -0.051 -0.137
C 4.676223 0.175928 -1.077912 -0.029 -0.028 0.012 -0.048
C 4.764198 1.313255 -1.862812 0.005 -0.012 -0.008 -0.089
C 3.854963 2.341925 -1.677768 -0.019 -0.011 0.021 -0.041
C 2.861066 2.256325 -0.709092 0.019 0.036 -0.023 -0.128
C 1.888070 3.392532 -0.482693 -0.001 -0.027 0.001 -0.365
C 2.460854 4.389606 0.527780 0.013 0.019 0.012 -0.044
C 1.464672 4.096285 -1.769038 0.006 0.023 -0.026 -0.067
C 3.623151 -1.198550 0.756173 -0.014 0.009 0.026 -0.368
C 3.900921 -2.488624 -0.015002 0.043 -0.019 -0.009 -0.079
C 4.580031 -1.079659 1.947852 -0.007 -0.014 0.009 -0.050
H -5.693158 1.182233 -0.812604 -0.008 -0.014 0.002 0.076
H -5.247736 -0.135752 -1.914105 0.009 0.000 0.009 0.071
H -3.999448 0.870420 -1.174439 0.155 0.069 -0.021 0.068
H -5.854109 -1.022218 0.317015 -0.003 0.009 -0.010 0.126
H -3.722342 0.856702 1.398309 0.062 0.032 -0.035 0.064
H -4.523865 -0.411290 2.342103 -0.017 0.034 -0.068 0.067
H -5.466520 0.909222 1.635693 0.004 0.009 -0.016 0.077
H -5.545955 -2.529860 -1.299286 0.001 -0.009 -0.006 0.108
H -4.291400 -4.487765 -2.109944 0.006 0.000 -0.002 0.093
H -1.940612 -4.795275 -1.418224 0.003 -0.015 -0.011 0.099
H 0.013996 -2.266386 0.337170 0.013 0.007 -0.024 0.096
H -0.782199 -4.934856 1.555681 -0.014 0.012 0.005 0.086
H -1.017069 -3.383447 2.353626 0.017 -0.020 -0.009 0.065
H 0.626126 -3.955708 1.990313 0.004 0.005 0.009 0.078
H 0.116450 -5.128232 -0.708541 -0.028 0.001 0.018 0.077
H 1.440658 -3.997041 -0.474379 -0.035 -0.020 0.005 0.063
H 0.265065 -3.724280 -1.769721 -0.027 -0.043 0.059 0.063
H -1.880164 -1.031448 5.196951 0.008 0.004 0.008 0.114
H 0.002196 0.103606 6.423795 -0.007 0.006 0.000 0.101
H 1.827921 1.214114 5.092219 -0.004 -0.009 0.009 0.114
H 5.380706 -0.633028 -1.230846 0.015 0.008 -0.013 0.100
H 5.533503 1.392679 -2.621703 -0.001 0.006 0.000 0.092
H 3.915788 3.228069 -2.297963 0.011 -0.004 -0.013 0.102
H 0.995209 2.955541 -0.036764 -0.014 0.004 0.003 0.096
H 3.360716 4.866789 0.126373 -0.004 -0.004 -0.009 0.079
H 2.731987 3.887307 1.457143 -0.001 0.001 -0.003 0.067
H 1.729481 5.171721 0.748278 -0.006 -0.004 0.007 0.076
H 2.280073 4.682057 -2.203130 0.005 -0.003 0.006 0.069
H 0.640802 4.782502 -1.560850 0.001 -0.003 0.009 0.076
H 1.124460 3.382214 -2.522973 0.000 -0.004 0.005 0.068
H 2.606492 -1.258970 1.154766 -0.008 -0.003 -0.018 0.118
H 4.942310 -2.546224 -0.339632 0.009 -0.001 0.010 0.069
H 3.273736 -2.584612 -0.903608 0.009 0.043 0.008 0.056
H 3.715179 -3.352568 0.627680 0.000 -0.006 -0.002 0.076
H 5.615004 -1.080669 1.592973 0.002 0.019 0.001 0.080
H 4.456623 -1.925073 2.630403 -0.002 -0.007 -0.003 0.076
H 4.405651 -0.154344 2.496200 0.003 -0.006 -0.004 0.066
S -1.282220 1.616279 -3.615128 -0.011 0.014 -0.080 1.101
C -0.288216 0.210481 -3.841097 0.035 -0.044 -0.061 -0.456
C 0.128214 -0.403099 -5.017465 -0.029 0.023 0.015 -0.094
C 0.975711 -1.491978 -4.923216 0.019 -0.027 0.002 -0.095
C 1.408050 -1.960917 -3.678442 -0.010 0.040 -0.003 -0.081
C 0.985302 -1.357295 -2.511440 0.029 0.070 -0.044 -0.018
C 0.120889 -0.270652 -2.595381 0.008 -0.002 0.148 -0.271
N -0.364585 0.441359 -1.509710 0.018 0.118 -0.369 0.026
C -1.076105 1.473494 -1.892682 -0.020 0.038 0.190 -0.523
C -1.576561 2.423117 -0.910206 -0.023 -0.051 -0.174 -0.292
C -2.254285 3.584738 -1.294988 -0.054 -0.015 0.010 -0.079
C -2.638768 4.492092 -0.330290 0.018 -0.010 0.070 -0.106
C -2.330298 4.226218 1.008204 -0.039 0.056 -0.074 -0.099
C -1.663616 3.067554 1.364635 0.021 -0.167 0.058 -0.111
C -1.256402 2.098636 0.426638 -0.198 0.304 -0.056 -0.148
H -0.194571 -0.034911 -5.982524 0.001 0.010 0.001 0.103
H 1.316323 -1.980138 -5.827201 0.002 -0.003 0.000 0.097
H 2.085537 -2.803972 -3.628504 0.002 -0.008 -0.008 0.104
H 1.320318 -1.698643 -1.540233 0.004 0.049 -0.041 0.086
H -2.475641 3.780798 -2.340239 0.016 -0.007 -0.005 0.089
H -3.162840 5.399073 -0.604419 -0.002 0.001 0.000 0.090
H -2.619215 4.941606 1.770921 0.002 -0.004 0.008 0.092
H -1.447061 2.903550 2.417853 -0.009 0.010 0.002 0.089
```
Positions in Å, forces in eV/Å.

Output
HOMO-LUMO gap (spin up / spin down) in eV: 5.8195 / 8.0233
E_HOMO (spin up / spin down) in hartree: -0.1270 / -0.2082
Charge: -1
LUMO level (spin up / spin down) in hartree: 0.0868 / 0.0866
Spin multiplicity: 4
<S²>: 3.768